{
  "formula": "C5H12O3Si",
  "method": "ωB97M-V/def2-TZVPD",
  "symbols": ["C", "C", "C", "C", "C", "O", "O", "O", "Si", "H", "H", "H", "H", "H", "H", "H", "H", "H", "H", "H", "H"],
  "positions_angstrom": [[-1.85734, -1.01695, -0.25708], [-0.81446, 2.06144, -1.09537], [2.38571, 0.02642, 0.16700], [0.29590, -1.72837, 1.40829], [-0.26898, 1.39211, 0.15233], [-2.81304, -0.79618, 0.42456], [-0.86232, 1.74918, 1.25544], [0.30837, -0.96260, -1.56002], [0.50894, -0.42015, 0.05078], [-1.87958, -1.71851, -1.02628], [-1.90827, 1.78415, -1.41754], [-0.97501, 3.17136, -0.73478], [-0.16689, 1.89887, -1.89939], [2.92844, -0.96514, 0.40734], [2.60888, 0.57581, -0.74935], [2.52809, 0.67940, 0.99017], [0.75052, -1.45480, 2.28400], [-0.65821, -2.22654, 1.64100], [0.85579, -2.59473, 0.97276], [-1.76295, 2.19291, 1.01840], [0.79640, -1.64769, -2.03227]],
  "atomic_forces_ev_per_a": [[-1.31, 2.60, 2.73], [-2.66, 1.58, 2.30], [-1.00, -2.42, -0.03], [-0.98, -1.82, -2.71], [-0.58, -2.47, -2.42], [0.85, 0.00, -0.52], [-2.91, 1.32, 1.06], [0.23, 0.03, 0.23], [0.50, 0.78, -0.64], [0.22, -1.69, -1.85], [1.85, -0.04, 0.71], [0.77, -1.63, -1.28], [0.86, 0.27, -1.39], [-0.26, 1.72, -0.92], [0.56, -0.46, -0.02], [0.19, 0.65, 0.91], [1.27, 0.71, 2.26], [0.01, 0.76, -0.10], [0.11, 0.60, 0.35], [2.03, -0.86, 0.84], [0.22, 0.37, 0.49]],
  "nbo_charge": [0.3247, -0.7091, -1.1235, -1.1195, 0.0475, -0.5035, -0.6522, -1.1269, 1.6931, 0.1348, 0.2187, 0.2076, 0.2389, 0.2223, 0.2337, 0.2264, 0.2374, 0.2415, 0.2327, 0.4708, 0.5046],
  "e_tot_ha": -712.80995,
  "e_lumo_ha": [-0.01151, 0.01783],
  "relative_energy_kcal_mol": 128.3,
  "e_homo_ha": [-0.25433, -0.29115],
  "gap_ev": [6.61, 8.41]
}